69
Properties=species:S:1:pos:R:3:lowdin_charge:R:1 method="wB97M-V/def2-TZVPD" multiplicity=1 fmax_ha_per_bohr=0.0946 gap_ev=3.73 e_tot_ha=-2184.702800 total_charge=-1 homo_energy_ev=-1.156
In -0.076 -0.037 -0.175 0.62
Cl 1.336 0.324 -2.270 -0.04
N 0.601 -2.085 -0.101 0.04
N -0.783 1.995 -0.347 0.04
C 1.723 -2.483 0.459 -0.32
C -0.139 3.054 0.095 -0.32
C 0.096 -3.199 -0.987 -0.53
C 1.398 -3.978 -1.221 -0.03
C -0.540 -2.632 -2.259 -0.05
C -0.923 -3.955 -0.134 -0.01
H 0.192 -1.997 -2.777 0.03
H -1.479 -2.073 -2.067 0.07
H -0.781 -3.508 -2.865 0.09
H -0.406 -4.296 0.776 0.10
H -1.296 -4.778 -0.749 0.09
H -1.731 -3.263 0.142 0.08
C -1.847 2.459 -1.314 -0.53
C -1.287 3.835 -1.704 -0.03
C -3.130 2.529 -0.485 -0.01
C -1.977 1.485 -2.486 -0.05
H -0.995 1.358 -2.965 0.03
H -2.677 1.967 -3.172 0.09
H -2.400 0.503 -2.189 0.07
H -2.941 3.218 0.351 0.10
H -3.356 1.524 -0.094 0.08
H -3.914 2.884 -1.157 0.09
O -0.356 4.187 -0.578 0.02
H -2.059 4.625 -1.795 0.13
H -0.634 3.723 -2.594 0.14
O 2.281 -3.574 -0.069 0.02
H 1.903 -3.578 -2.123 0.14
H 1.272 -5.080 -1.212 0.13
C 2.436 -1.760 1.581 -0.08
C 0.859 3.061 1.234 -0.08
C 2.016 2.054 1.203 -0.22
H 0.283 2.842 2.164 0.12
H 1.285 4.071 1.258 0.10
C 1.612 0.633 1.367 -0.22
C 2.783 -0.281 1.376 -0.22
H 0.376 0.253 1.938 0.11
C 4.123 0.183 1.540 -0.26
C 4.408 1.565 1.557 -0.08
C 5.226 -0.792 1.877 -0.08
C 3.365 2.495 1.368 -0.26
H 5.437 1.919 1.770 0.09
C 3.664 3.968 1.525 -0.08
H 4.745 4.055 1.636 0.06
H 3.180 4.379 2.423 0.08
H 3.331 4.512 0.636 0.08
H 5.041 -1.282 2.845 0.08
H 6.145 -0.209 1.947 0.06
H 5.312 -1.543 1.087 0.08
H 3.367 -2.312 1.757 0.10
H 1.762 -1.804 2.469 0.12
O -2.906 -1.530 3.088 0.04
C -4.083 -1.730 2.413 -0.25
C -5.155 -2.135 3.148 -0.03
C -6.383 -2.399 2.535 -0.08
C -6.558 -2.251 1.159 -0.10
C -5.486 -1.826 0.382 -0.03
C -4.262 -1.574 0.994 -0.06
C -3.202 -1.158 -0.002 -0.57
O -3.330 -1.176 -1.195 0.04
O -2.128 -0.792 0.748 -0.16
H -2.355 -1.219 2.319 0.06
H -4.981 -2.234 4.192 0.11
H -7.197 -2.722 3.162 0.09
H -7.499 -2.454 0.656 0.09
H -5.506 -1.695 -0.698 0.12

=====

71
Properties=species:S:1:pos:R:3:lowdin_charge:R:1 method="wB97M-V/def2-TZVPD" multiplicity=2 fmax_ha_per_bohr=0.0317 gap_ev="6.25 / 6.24" s_squared=0.902 e_tot_ha=-2181.796971 relative_energy_kcal_mol=46.2 total_charge=+2 homo_energy_ev="-13.270 / -13.361"
Re 0.143 0.698 0.097 1.77
C 3.482 -0.632 2.445 0.02
C 2.159 -0.744 1.766 -0.41
O 1.844 0.222 0.967 -0.19
C 1.343 -1.846 1.948 -0.01
C 0.124 -2.075 1.316 -0.30
C -0.615 -3.346 1.563 0.00
N -0.415 -1.187 0.422 -0.16
N -1.572 -1.631 -0.193 0.09
C -2.162 -0.670 -0.852 -0.41
O -1.606 0.515 -0.893 -0.19
C -3.462 -0.891 -1.485 -0.16
C -4.140 0.192 -2.048 -0.02
C -5.408 0.012 -2.574 -0.06
C -5.994 -1.246 -2.556 -0.05
C -5.313 -2.329 -2.012 -0.06
C -4.051 -2.158 -1.475 -0.02
H 3.393 0.063 3.286 0.11
H 3.830 -1.588 2.825 0.10
H 4.217 -0.208 1.759 0.10
H 1.697 -2.611 2.621 0.13
H -0.096 -3.971 2.285 0.09
H -1.619 -3.118 1.926 0.10
H -0.753 -3.881 0.624 0.09
H -3.665 1.165 -2.055 0.11
H -5.948 0.858 -2.982 0.11
H -6.989 -1.382 -2.961 0.12
H -5.781 -3.306 -1.992 0.11
H -3.511 -2.989 -1.041 0.11
C 3.321 0.644 -3.515 -0.04
C 2.383 0.942 -2.321 -0.12
N 1.463 -0.190 -2.104 -0.19
C 0.653 -0.410 -3.313 -0.11
C 1.572 -0.796 -4.499 -0.03
N 2.996 -0.733 -4.020 -0.08
C 3.211 -1.739 -2.927 -0.04
C 2.223 -1.406 -1.780 -0.12
H 4.369 0.665 -3.225 0.14
H 3.183 1.354 -4.328 0.15
H 1.796 1.839 -2.509 0.13
H 2.954 1.107 -1.408 0.13
H 0.097 0.500 -3.531 0.14
H -0.073 -1.197 -3.117 0.13
H 1.456 -0.119 -5.342 0.15
H 1.377 -1.807 -4.851 0.14
H 3.616 -0.952 -4.798 0.20
H 4.248 -1.680 -2.602 0.14
H 3.038 -2.735 -3.330 0.14
H 2.758 -1.247 -0.846 0.12
H 1.521 -2.223 -1.625 0.14
C -0.856 -0.104 3.876 0.00
C -0.221 1.247 4.034 -0.19
C 0.500 1.594 5.164 -0.05
C 1.043 2.865 5.300 -0.66
Cl 1.906 3.278 6.729 0.73
C 0.879 3.802 4.296 -0.07
C 0.168 3.467 3.155 0.01
C -0.380 2.202 3.030 -0.22
O -1.126 1.804 1.914 -0.12
C -1.781 2.849 1.185 -0.06
C -0.804 3.513 0.223 -0.56
O -0.869 4.652 -0.106 0.18
O 0.104 2.609 -0.160 -0.19
H -0.649 -0.739 4.736 0.10
H -0.486 -0.590 2.979 0.03
H -1.937 -0.002 3.763 0.10
H 0.611 0.882 5.974 0.12
H 1.308 4.788 4.404 0.12
H 0.070 4.202 2.365 0.12
H -2.240 3.605 1.814 0.16
H -2.537 2.340 0.586 0.14

=====

66
Properties=species:S:1:pos:R:3:lowdin_charge:R:1 method="wB97M-V/def2-TZVPD" multiplicity=1 fmax_ha_per_bohr=0.0134 gap_ev=5.37 e_tot_ha=-7927.602926 total_charge=-1 homo_energy_ev=-2.949
Sn -2.298 -0.949 -0.127 0.57
N -2.323 3.050 0.381 -0.03
C -2.883 4.143 -0.184 -0.13
C -3.177 3.797 -1.480 -0.08
C -2.750 2.455 -1.600 -0.17
N -2.232 2.017 -0.466 -0.03
H -1.966 2.944 1.314 0.15
H -3.036 5.058 0.365 0.10
H -3.636 4.416 -2.233 0.08
H -2.788 1.798 -2.458 0.09
C -1.563 1.062 5.936 -0.23
Ge -0.196 -0.335 5.782 0.72
C 1.331 0.411 4.820 -0.22
C 0.357 -0.919 7.577 -0.23
C -0.879 -1.871 4.799 -0.63
Se -1.456 -1.451 2.932 0.66
C -3.218 -0.755 3.438 -0.47
H -1.187 1.921 6.495 0.01
H -2.462 0.693 6.430 0.01
H -1.836 1.393 4.932 0.01
H 1.744 1.282 5.333 0.01
H 1.011 0.709 3.821 0.01
H 2.122 -0.332 4.708 0.02
H 0.742 -0.081 8.162 0.01
H 1.143 -1.672 7.498 0.01
H -0.484 -1.358 8.115 0.01
H -1.702 -2.379 5.303 0.01
H -0.072 -2.594 4.661 0.00
H -3.275 -0.718 4.523 0.00
H -3.987 -1.412 3.040 0.00
H -3.356 0.237 3.018 -0.01
C -0.794 -1.588 -1.141 -0.73
Ge 0.490 -0.831 -2.270 0.70
C 1.220 -2.155 -3.556 -0.28
C 2.208 -1.825 -4.486 -0.11
C 2.713 -2.775 -5.366 -0.12
C 2.229 -4.078 -5.331 -0.12
C 1.241 -4.421 -4.417 -0.11
C 0.743 -3.465 -3.537 -0.12
C -0.269 0.569 -3.466 -0.26
C 0.070 1.922 -3.519 -0.11
C -0.615 2.813 -4.342 -0.12
C -1.661 2.366 -5.134 -0.13
C -2.021 1.021 -5.094 -0.11
C -1.334 0.141 -4.270 -0.13
C 2.088 -0.277 -1.229 -0.25
C 2.608 1.005 -1.055 -0.11
C 3.669 1.246 -0.185 -0.11
C 4.231 0.204 0.536 -0.12
C 3.727 -1.083 0.380 -0.10
C 2.671 -1.314 -0.490 -0.12
H 2.590 -0.809 -4.523 0.10
H 3.484 -2.505 -6.079 0.09
H 2.623 -4.823 -6.014 0.09
H 0.860 -5.437 -4.390 0.09
H -0.029 -3.717 -2.815 0.08
H 0.869 2.304 -2.900 0.07
H -0.335 3.860 -4.357 0.09
H -2.195 3.057 -5.776 0.09
H -2.845 0.665 -5.702 0.09
H -1.640 -0.899 -4.221 0.10
H 2.187 1.842 -1.593 0.06
H 4.053 2.254 -0.067 0.09
H 5.052 0.392 1.218 0.09
H 4.153 -1.903 0.946 0.09
H 2.269 -2.318 -0.589 0.10

=====

65
Properties=species:S:1:pos:R:3:lowdin_charge:R:1 method="wB97M-V/def2-TZVPD" multiplicity=1 fmax_ha_per_bohr=0.0246 gap_ev=4.57 e_tot_ha=-1363.239230 relative_energy_kcal_mol=0.0 total_charge=0 homo_energy_ev=-5.877
C -2.328 -2.211 -1.166 -0.12
C -2.093 -0.776 -1.115 -0.19
N -2.988 -0.006 -0.468 -0.47
O -3.040 1.252 -0.608 -0.07
O -3.801 -0.623 0.291 -0.10
H -1.424 -2.748 -1.474 0.06
H -2.647 -2.539 -0.166 0.07
H -3.131 -2.462 -1.880 0.08
H -1.394 -0.294 -1.787 0.10
C 1.749 -6.025 -1.048 -0.17
C 2.650 -5.325 -2.049 -0.16
N 2.239 -3.959 -2.294 -0.07
C 2.805 -3.399 -3.502 -0.17
C 2.138 -2.092 -3.882 -0.16
C 2.206 -1.121 -2.708 -0.14
C 1.742 -1.750 -1.434 -0.13
C 1.763 -3.166 -1.292 -0.09
C 1.273 -3.741 -0.078 -0.15
C 0.536 -2.951 0.781 0.03
C 0.442 -1.525 0.620 -0.21
C -0.449 -0.767 1.411 0.08
C -0.529 0.652 1.514 -0.19
C -0.912 1.268 2.750 0.04
C -0.953 2.639 2.924 -0.13
C -0.812 3.484 1.784 -0.08
N -1.145 4.807 1.857 -0.08
C -1.791 5.344 3.037 -0.16
C -1.189 4.761 4.301 -0.17
C -1.225 3.234 4.274 -0.15
C -1.463 5.547 0.655 -0.16
C -0.489 5.233 -0.465 -0.17
C -0.431 3.730 -0.714 -0.14
C -0.475 2.904 0.530 -0.13
C -0.313 1.535 0.420 0.01
C 1.268 -0.968 -0.398 0.03
C 1.552 -5.183 0.212 -0.14
H 0.780 -6.228 -1.516 0.12
H 2.195 -6.989 -0.790 0.11
H 3.698 -5.345 -1.697 0.14
H 2.624 -5.843 -3.015 0.12
H 3.891 -3.243 -3.371 0.14
H 2.678 -4.147 -4.293 0.12
H 2.640 -1.669 -4.755 0.12
H 1.095 -2.284 -4.161 0.13
H 3.242 -0.772 -2.576 0.13
H 1.601 -0.232 -2.928 0.12
H 0.023 -3.412 1.630 0.13
H -1.049 -1.336 2.130 0.14
H -1.187 0.612 3.579 0.13
H -1.665 6.433 3.000 0.12
H -2.878 5.139 3.005 0.14
H -0.156 5.109 4.407 0.12
H -1.749 5.140 5.159 0.11
H -2.211 2.892 4.621 0.13
H -0.502 2.841 5.000 0.12
H -2.496 5.313 0.331 0.14
H -1.436 6.611 0.918 0.12
H -0.816 5.751 -1.370 0.11
H 0.506 5.611 -0.205 0.12
H -1.291 3.438 -1.338 0.13
H 0.466 3.481 -1.294 0.12
H -0.074 1.135 -0.565 0.10
H 1.513 0.092 -0.380 0.12
H 0.747 -5.607 0.821 0.12
H 2.471 -5.249 0.816 0.13

=====

Question: Which of these has the highest multiplicity?
Answer: C27H33ClN4O5Re